# 1
ORCA calculation (the ωB97M-V functional and the def2-TZVPD basis) on a cluster of 6 separate species, C52H92N2O13 in total.

As for the charge: 0. As for the HOMO-LUMO gap: 7.57 eV. The calculation puts the molecular weight at 953.31 g/mol. Its SMILES is CC[C@H](NCc1ccccc1)[C@H](CC)O[C@@H](CCCCCCCCOC(C)=O)CCCCn1cccc1.CCOC(C)=O.CCOC(C)=O.CCOC(C)=O.CCOC(C)=O.CCOC(C)=O.

```
159
Properties=species:S:1:pos:R:3:lowdin_charge:R:1
C 0.22249 7.75516 0.18049 -0.14
C 0.87414 6.86883 -1.07390 -0.19
C 1.67006 5.51025 -0.53811 -0.25
N 2.37789 4.93731 -1.76534 -0.07
C 3.87715 4.73810 -1.46753 -0.18
C 3.96648 3.48551 -0.39657 -0.12
C 3.38898 2.01845 -0.87278 -0.01
C 3.38110 0.71247 0.12297 -0.06
C 3.96350 0.78804 1.65608 -0.07
C 4.58365 2.25027 2.13668 -0.07
C 4.58644 3.58694 1.13258 -0.03
C 0.46082 4.49960 0.01892 -0.25
C 0.81666 3.94619 1.55479 -0.17
C 0.68568 5.11233 2.70264 -0.13
O 0.42900 3.30544 -0.83959 -0.17
C -0.86556 3.13446 -1.51715 -0.29
C -0.89342 1.94659 -2.65833 -0.12
C 0.02851 0.63622 -2.30432 -0.18
C -0.81817 -0.64568 -1.70468 -0.18
C -0.87517 -1.95034 -2.69575 -0.21
C 0.53485 -2.77283 -2.84701 -0.21
C 1.38514 -2.95988 -1.45794 -0.19
C 0.50534 -3.44489 -0.16235 -0.12
C 1.02404 -2.50211 1.11735 -0.17
O 1.08885 -3.23569 2.39089 -0.16
C 0.66450 -2.29894 3.46068 -0.27
C 1.66436 -1.43261 4.42983 -0.03
O -0.66520 -2.17136 3.70123 -0.03
C -2.14144 2.86992 -0.52212 -0.13
C -3.47741 3.60811 -1.19997 -0.19
C -4.73404 2.57051 -1.41797 -0.18
C -5.98876 2.87639 -0.38492 -0.16
N -6.21701 1.69950 0.58597 -0.18
C -5.19958 0.81487 1.29091 -0.04
C -6.12390 -0.23657 2.14894 -0.09
C -7.70535 0.15504 1.87770 -0.09
C -7.69775 1.43204 0.84617 -0.05
H -0.04058 8.81932 -0.22910 0.07
H -0.78176 7.24383 0.53161 0.08
H 1.00165 7.90908 1.05906 0.07
H -0.06286 6.45732 -1.68304 0.12
H 1.54702 7.57020 -1.73006 0.11
H 2.40954 5.83179 0.31678 0.14
H 2.30130 5.66889 -2.53173 0.11
H 4.34885 5.68338 -0.94658 0.11
H 4.40941 4.48758 -2.50367 0.14
H 2.93283 1.87889 -1.94550 0.10
H 2.92828 -0.29677 -0.25990 0.04
H 3.91603 -0.17505 2.32235 0.06
H 5.02592 2.29983 3.23237 0.07
H 5.01986 4.61902 1.48079 0.08
H -0.55380 5.07554 0.10993 0.13
H -0.04261 3.15086 1.78775 0.11
H 1.82242 3.34546 1.59235 0.09
H 1.07556 6.16907 2.37166 0.05
H 1.31623 4.81145 3.65904 0.08
H -0.44780 5.13549 3.03331 0.08
H -1.06916 4.15082 -2.10415 0.14
H -2.02269 1.59231 -2.74108 0.12
H -0.57065 2.35413 -3.72762 0.12
H 0.51394 0.27404 -3.32910 0.11
H 0.90508 0.84048 -1.55320 0.08
H -0.45137 -0.86341 -0.61502 0.09
H -1.94356 -0.26219 -1.59683 0.10
H -1.69855 -2.75410 -2.38547 0.09
H -1.17120 -1.57299 -3.77806 0.12
H 0.39422 -3.80745 -3.42374 0.12
H 1.22392 -2.12094 -3.57152 0.10
H 2.01984 -1.99036 -1.28952 0.08
H 2.17480 -3.83013 -1.66819 0.12
H -0.64904 -3.27389 -0.24992 0.10
H 0.67348 -4.55499 0.16862 0.10
H 0.35604 -1.55593 1.28819 0.13
H 2.12915 -2.10344 0.90985 0.12
H 1.65752 -1.80302 5.56402 0.10
H 1.37060 -0.27881 4.49287 0.11
H 2.80352 -1.46082 4.10703 0.07
H -2.37337 1.73478 -0.32836 0.09
H -2.03215 3.36597 0.55201 0.11
H -3.82815 4.49321 -0.49437 0.10
H -3.24841 4.08838 -2.24981 0.11
H -5.12693 2.72900 -2.53034 0.12
H -4.32129 1.47698 -1.33960 0.10
H -6.95764 2.95390 -1.05416 0.12
H -5.86685 3.90652 0.17384 0.11
H -4.03569 0.92473 1.18663 0.09
H -5.67497 -1.10589 2.82154 0.08
H -8.65170 -0.38693 2.33639 0.07
H -8.61210 2.02544 0.41649 0.11
O -2.63851 -3.97952 -0.96578 0.04
C -2.54294 -5.19752 -0.84478 -0.50
O -1.85956 -5.92477 -1.75705 0.00
C -1.53913 -7.32183 -1.61644 -0.23
C -2.69355 -8.19110 -2.07750 -0.07
C -3.25695 -5.91266 0.26489 0.01
H -1.21859 -7.55064 -0.59581 0.11
H -0.67324 -7.50664 -2.26040 0.11
H -3.58833 -8.02682 -1.47198 0.07
H -2.42544 -9.24941 -2.01889 0.06
H -2.96290 -7.95105 -3.11093 0.09
H -4.29896 -6.07357 -0.02446 0.10
H -3.22204 -5.28513 1.16032 0.10
H -2.80362 -6.86290 0.54225 0.07
O -0.39462 -9.93896 -2.99354 0.07
C 0.08875 -10.72301 -2.18181 -0.49
O 0.78151 -10.26399 -1.11526 -0.01
C 1.23329 -11.08167 -0.01913 -0.22
C 2.55815 -11.74336 -0.34748 -0.06
C -0.00122 -12.20449 -2.40478 0.01
H 0.46381 -11.80015 0.27831 0.11
H 1.37178 -10.40782 0.83254 0.12
H 2.47146 -12.41444 -1.20563 0.07
H 2.92250 -12.31968 0.50719 0.09
H 3.30651 -10.98909 -0.61051 0.08
H 0.78835 -12.51158 -3.09592 0.10
H -0.97679 -12.42986 -2.84554 0.10
H 0.06274 -12.79379 -1.49152 0.07
O 4.60370 -9.84391 1.98572 0.07
C 4.32186 -8.69201 2.30348 -0.50
O 3.03132 -8.29190 2.35422 -0.02
C 2.58646 -7.02756 2.88124 -0.22
C 2.67784 -5.93974 1.82805 -0.06
C 5.40414 -7.68252 2.55294 0.00
H 3.12410 -6.77359 3.79951 0.12
H 1.53781 -7.16284 3.16520 0.13
H 3.70841 -5.78162 1.50067 0.07
H 2.28921 -4.99458 2.21662 0.06
H 2.10343 -6.21985 0.93938 0.08
H 5.74750 -7.28114 1.59566 0.10
H 6.23652 -8.18404 3.05536 0.09
H 5.10392 -6.86456 3.20578 0.07
O 6.32433 6.88271 -3.93559 0.08
C 7.14323 6.95020 -3.02339 -0.50
O 6.76454 6.72492 -1.74511 -0.03
C 7.67055 6.60518 -0.63201 -0.23
C 8.03109 7.97051 -0.07814 -0.07
C 8.55741 7.37202 -3.29687 0.00
H 8.54957 6.01292 -0.90283 0.12
H 7.14033 6.03574 0.13819 0.11
H 8.54870 8.58262 -0.82088 0.07
H 8.67605 7.87163 0.79913 0.08
H 7.12687 8.51737 0.20732 0.09
H 8.60204 8.46314 -3.35037 0.10
H 8.86546 6.94897 -4.25757 0.10
H 9.27605 7.01230 -2.56233 0.07
O -8.61626 4.92477 -0.18391 0.06
C -8.29043 5.82743 0.58182 -0.50
O -8.85873 5.92662 1.80466 0.00
C -8.42539 6.83178 2.83767 -0.23
C -9.04836 8.20241 2.65277 -0.07
C -7.32438 6.88899 0.14312 0.01
H -7.33356 6.86771 2.89596 0.11
H -8.77106 6.40709 3.78569 0.12
H -8.74400 8.65901 1.70770 0.07
H -8.75860 8.86985 3.46880 0.08
H -10.13999 8.12534 2.62937 0.09
H -7.86085 7.64377 -0.43818 0.10
H -6.55971 6.42314 -0.48542 0.09
H -6.79245 7.36889 0.96297 0.07
```

# 2
ORCA calculation (the ωB97M-V functional and the def2-TZVPD basis) on a cluster of 10 separate species, C53H108F2N12O7S2 in total.

As for the charge: +4. As for the HOMO-LUMO gap: 3.46 eV. The calculation puts the molecular weight at 1127.65 g/mol.

```
184
Properties=species:S:1:pos:R:3:lowdin_charge:R:1
C -1.69108 -1.70269 1.26285 -0.11
C -0.91648 -2.72596 0.44824 -0.73
C -1.85698 -3.68425 -0.27050 -0.11
O 0.07099 -2.21565 -0.37041 -0.43
H -2.26274 -0.97847 0.68250 0.06
H -1.05134 -1.28790 2.04182 0.05
H -2.41413 -2.19089 1.91627 0.05
H -0.46503 -3.36383 1.20813 0.09
H -1.29023 -4.44548 -0.80660 0.06
H -2.45654 -3.17363 -1.02409 0.04
H -2.57988 -4.12083 0.41864 0.06
C 5.23537 -7.21383 -2.33638 -0.05
C 4.45055 -5.95075 -2.76049 -0.14
N 3.54685 -6.22515 -3.88264 -0.06
C 3.85952 -6.73983 -5.08143 0.00
C 2.72360 -6.60516 -5.95219 0.04
N 1.72466 -5.97653 -5.24506 -0.12
C 2.29843 -5.69932 -4.01650 0.03
C 0.47255 -5.49042 -5.59005 -0.01
H 4.65714 -8.13778 -2.34437 0.10
H 5.60714 -7.05327 -1.32441 0.08
H 6.12172 -7.37960 -2.94874 0.07
H 5.00238 -5.05164 -3.03472 0.13
H 3.76980 -5.89579 -1.91098 0.13
H 4.75338 -7.33472 -5.19771 0.14
H 2.42952 -6.83247 -6.96621 0.13
H 1.79158 -5.07137 -3.29874 0.17
H 0.37830 -5.49880 -6.67594 0.11
H 0.44421 -4.45105 -5.26293 0.11
H -0.22474 -6.25614 -5.25010 0.13
C 4.01368 -4.13593 3.63376 -0.05
C 5.48063 -3.91238 3.21992 -0.15
N 5.64473 -2.45663 3.23207 -0.05
C 6.61142 -1.79132 3.95814 0.01
C 6.68038 -0.40262 3.61539 0.03
N 5.61860 -0.22913 2.73287 -0.12
C 5.10367 -1.46760 2.42064 0.03
C 5.15304 0.96578 2.10112 -0.01
H 3.94882 -5.22144 3.70837 0.09
H 3.24426 -3.91063 2.89528 0.09
H 3.94598 -3.63456 4.59924 0.09
H 5.65526 -4.30502 2.21820 0.13
H 6.15087 -4.32131 3.97599 0.14
H 7.30553 -2.25136 4.64587 0.14
H 7.42579 0.35910 3.79018 0.13
H 4.35386 -1.70715 1.68118 0.17
H 5.34870 0.86199 1.03386 0.11
H 5.81457 1.80371 2.32098 0.10
H 4.12926 1.14305 2.43060 0.11
C -4.79053 -0.85136 -8.60830 -0.05
C -3.92890 -0.34402 -7.39345 -0.19
N -4.56016 -0.50831 -6.12011 -0.08
C -4.51368 0.48493 -5.13311 0.04
C -5.23305 -0.07629 -4.01490 0.05
N -5.59823 -1.39377 -4.38914 -0.09
C -5.15489 -1.67388 -5.62123 0.03
C -6.24502 -2.32798 -3.40332 0.05
H -4.93650 -1.93139 -8.59054 0.07
H -4.23240 -0.64352 -9.52120 0.08
H -5.79106 -0.43037 -8.70732 0.09
H -3.94589 0.71745 -7.64065 0.12
H -2.89298 -0.68131 -7.42780 0.13
H -3.98551 1.40291 -5.34463 0.12
H -5.46003 0.35948 -3.05314 0.13
H -5.19767 -2.59622 -6.18146 0.17
H -6.33887 -1.96292 -2.38057 0.11
H -5.73174 -3.27462 -3.57221 0.10
H -7.19947 -2.51174 -3.89661 0.10
C -1.60125 10.38320 -5.05640 -0.04
C -1.89097 8.88085 -5.27848 -0.15
N -2.05709 8.19590 -4.01239 -0.06
C -2.81816 8.40474 -2.89935 0.01
C -2.55451 7.42982 -1.93254 0.04
N -1.89878 6.40057 -2.61098 -0.08
C -1.52992 6.97685 -3.83138 -0.01
C -1.48566 5.05980 -2.19118 0.02
H -1.77074 10.98900 -5.94657 0.09
H -0.61699 10.47929 -4.59804 0.09
H -2.21225 10.90231 -4.31794 0.08
H -1.11873 8.35014 -5.83535 0.13
H -2.81510 8.66439 -5.81443 0.14
H -3.48174 9.25679 -2.88978 0.14
H -3.02155 7.23697 -0.97803 0.15
H -0.91228 6.50089 -4.57863 0.15
H -2.36199 4.50594 -1.85446 0.11
H -0.83026 5.16768 -1.32694 0.10
H -0.95131 4.59718 -3.02096 0.09
C 2.06234 2.14279 5.85382 -0.10
C 1.65097 3.55219 6.27594 -0.22
C 2.63538 4.67333 5.73125 -0.07
N 2.28733 6.16745 6.11874 -0.25
C 0.85932 6.57753 5.71802 0.06
C 2.40391 6.19468 7.61003 -0.14
C 2.71668 7.61212 7.97015 -0.17
C 3.22330 8.38918 6.84474 -0.15
C 3.34617 7.29650 5.74342 -0.05
H 1.46764 1.31758 6.24556 0.08
H 3.00105 2.01053 6.39182 0.08
H 2.12644 1.91215 4.79043 0.07
H 1.43011 3.64187 7.33956 0.11
H 0.64597 3.65957 5.86786 0.10
H 2.54613 4.83925 4.65766 0.12
H 3.66779 4.48272 6.02430 0.13
H 0.53139 7.53712 6.11772 0.12
H 0.31580 5.84343 6.31282 0.09
H 0.73442 6.35353 4.65862 0.11
H 1.59330 5.67839 8.12425 0.14
H 3.28323 5.55526 7.68785 0.13
H 1.81834 8.07441 8.37925 0.13
H 3.46330 7.61071 8.76429 0.14
H 2.56052 9.12241 6.38517 0.12
H 4.19879 8.87128 6.78087 0.13
H 3.13300 7.63776 4.73040 0.13
H 4.34316 6.85788 5.78515 0.13
C -6.46134 -3.47218 4.32647 -0.11
C -6.38564 -2.08737 4.94194 -0.22
C -6.06219 -2.16387 6.51831 -0.04
N -5.73798 -0.69383 6.98483 -0.25
C -4.28309 -0.34719 6.54300 0.05
C -5.64320 -0.53583 8.46792 -0.14
C -6.39447 0.74365 8.90650 -0.12
C -6.72865 1.45586 7.61894 -0.16
C -6.77529 0.36403 6.59177 -0.09
H -5.53613 -3.98768 4.58409 0.08
H -6.58475 -3.46183 3.24353 0.09
H -7.25305 -4.08560 4.75657 0.08
H -7.40822 -1.76112 4.75222 0.11
H -5.69484 -1.46185 4.37658 0.10
H -5.11373 -2.68563 6.64591 0.12
H -6.80852 -2.62527 7.16499 0.14
H -3.60093 -0.98659 7.10327 0.10
H -4.19683 0.70369 6.81924 0.11
H -4.22279 -0.55061 5.47385 0.10
H -4.59438 -0.56651 8.76316 0.12
H -6.03918 -1.44676 8.91681 0.13
H -5.74747 1.26369 9.61293 0.13
H -7.33371 0.31608 9.25735 0.13
H -5.88383 2.10504 7.38885 0.12
H -7.62530 2.06745 7.71925 0.14
H -6.66722 0.60889 5.53514 0.14
H -7.70150 -0.20617 6.66312 0.14
C 6.05680 -2.84913 -8.82887 -0.06
C 4.94234 -1.90631 -8.26768 -0.22
C 5.16402 -1.34161 -6.85830 -0.11
N 4.34543 -0.08564 -6.44377 -0.21
C 5.01715 1.20730 -6.96819 0.03
C 4.36895 0.14670 -4.89983 -0.12
C 3.12929 0.87249 -4.56224 -0.15
C 2.13662 0.25408 -5.55597 -0.16
C 2.86639 -0.13913 -6.77440 -0.09
H 6.98043 -2.35504 -9.13036 0.08
H 5.92372 -3.55091 -9.65221 0.09
H 6.25324 -3.43477 -7.93080 0.07
H 4.03657 -2.51263 -8.25889 0.10
H 4.70881 -1.07936 -8.93828 0.11
H 6.20529 -1.07386 -6.67891 0.14
H 4.95707 -2.14640 -6.15291 0.13
H 5.17804 1.27711 -8.04399 0.11
H 5.98903 1.40540 -6.51619 0.11
H 4.37159 2.06557 -6.78189 0.10
H 5.32846 0.57282 -4.60681 0.14
H 4.20326 -0.83095 -4.44724 0.14
H 3.28065 1.91088 -4.85709 0.11
H 2.86287 0.70623 -3.51846 0.14
H 1.40108 1.04706 -5.69112 0.12
H 1.47805 -0.51728 -5.15674 0.13
H 2.79438 0.61079 -7.56214 0.14
H 2.62710 -1.18318 -6.97642 0.14
N -0.08047 -10.94538 1.07318 -0.23
S 0.22158 -9.50500 1.19649 0.39
O -0.88493 -8.54381 0.90766 -0.34
O 1.61931 -9.13210 0.98691 -0.35
F 0.08969 -9.58030 2.81782 -0.24
S 0.03113 -10.86502 -0.65723 0.60
O 1.11018 -10.20848 -1.41764 -0.33
O -1.31709 -10.86744 -1.21695 -0.31
F 0.40492 -12.42721 -0.76484 -0.21
C -3.67423 4.11945 3.23132 -0.07
C -4.93578 3.91760 2.37403 -0.81
O -5.69804 4.89077 2.15846 -0.10
O -5.10715 2.74523 1.92548 -0.14
H -3.36968 3.27462 3.84907 0.04
H -3.85796 5.04544 3.77620 0.05
H -2.81080 4.12544 2.56607 0.04
```

| no. | HOMO level (eV) |
| --- | --- |
| 1 | -7.2167 |
| 2 | -10.6375 |